{"formula": "C3H11N3", "method": "ωB97M-V/def2-TZVPD", "species": ["C", "C", "C", "N", "N", "N", "H", "H", "H", "H", "H", "H", "H", "H", "H", "H", "H"], "positions_angstrom": [[0.02836, 0.14462, 0.19146], [-0.73242, -1.10205, -0.12019], [-0.30504, 1.38723, -0.61629], [1.34610, -0.54839, -0.29131], [2.55115, -0.18217, 0.34636], [-2.19493, -0.73559, 0.48560], [1.47733, -0.51248, -1.29796], [0.12085, 0.32804, 1.26437], [2.60795, -0.67380, 1.23403], [2.59339, 0.82120, 0.52942], [-2.24072, -0.72076, 1.49881], [-2.74402, -0.06008, -0.03438], [-0.91234, -1.26062, -1.18150], [-0.41972, -1.96597, 0.46133], [0.50405, 2.11529, -0.54605], [-0.44728, 1.13974, -1.66824], [-1.23272, 1.82580, -0.25546]], "forces_ev_per_angstrom": [[3.3, -2.2, -2.3], [-5.6, 2.2, 2.7], [-0.1, -0.3, 0.3], [0.3, 1.3, 1.0], [0.3, 0.3, 0.0], [1.1, -1.8, -1.3], [-0.1, 0.3, 0.2], [0.0, -0.1, -0.2], [0.0, 0.1, -0.2], [0.1, -0.2, 0.0], [0.0, 0.4, -0.5], [0.3, -0.1, 0.5], [0.4, -0.3, 0.1], [0.1, 0.1, -0.5], [-0.1, 0.1, 0.1], [0.0, -0.1, -0.1], [0.0, 0.2, 0.0]], "largest_force_ha_per_bohr": 0.129, "lumo_ev": 1.0, "energy_ha": -285.0794, "relative_energy_kj_mol": 258.42, "homo_lumo_gap_ev": 9.317, "smiles": "C[C@@H](CN)NN", "homo_energy_ev": -8.29}

{"formula": "C6H17NO3Si", "method": "ωB97M-V/def2-TZVPD", "species": ["O", "O", "O", "N", "C", "C", "C", "C", "C", "C", "Si", "H", "H", "H", "H", "H", "H", "H", "H", "H", "H", "H", "H", "H", "H", "H", "H", "H"], "positions_angstrom": [[-2.20329, 0.39062, 0.62716], [-0.66319, 0.86970, -1.51975], [0.59325, 1.05023, 0.91153], [2.77760, -1.00621, 0.54248], [-2.08531, 0.52784, 2.03434], [-1.77680, 0.71485, -2.29280], [0.58675, 2.47451, 0.74362], [2.23224, -1.18521, -0.78379], [0.97190, -2.06802, -0.76296], [-0.19661, -1.50427, 0.11045], [-0.66153, 0.34794, 0.01510], [2.28191, -0.28721, 1.06221], [2.78785, -1.92735, 0.95436], [-3.10232, 0.48879, 2.48924], [-1.65020, 1.50838, 2.19379], [-1.26124, -0.17384, 2.33018], [-2.10510, 1.77421, -2.55418], [-2.62083, 0.31168, -1.61236], [-1.55944, 0.05951, -3.14788], [-0.31566, 2.70750, 0.18054], [0.59661, 2.80666, 1.79630], [1.50070, 2.84284, 0.28260], [2.11834, -0.20663, -1.18925], [3.04643, -1.73714, -1.30890], [0.59074, -2.12950, -1.79347], [1.25377, -3.08611, -0.39478], [0.02325, -1.63089, 1.17914], [-1.15982, -1.93288, -0.09290]], "forces_ev_per_angstrom": [[0.4, 0.7, -0.7], [2.1, 0.5, 1.2], [-1.3, -0.3, -1.5], [0.5, 0.3, 0.1], [0.4, 0.2, 0.2], [-3.1, 0.9, 0.3], [0.2, -0.5, 1.6], [0.8, -1.6, 0.7], [-0.8, 0.5, -0.2], [0.8, 1.4, 0.1], [2.0, -2.8, 0.2], [-0.1, -0.6, 0.2], [0.0, 0.3, 0.8], [1.1, -0.5, -0.1], [-0.2, 0.4, 0.7], [-1.4, 0.1, 0.8], [0.1, -1.5, -0.5], [0.9, 0.3, -1.6], [-0.4, 0.4, 0.1], [0.2, 1.0, 0.1], [-0.4, 0.7, -0.6], [-0.1, -0.1, -0.4], [-0.4, 0.6, -0.8], [-0.7, 0.5, -0.3], [0.1, -0.4, 0.2], [-0.2, 0.7, -0.4], [-0.1, -0.3, -0.1], [-0.3, -0.9, -0.1]], "largest_force_ha_per_bohr": 0.067, "lumo_ev": 0.8, "energy_ha": -808.8414, "relative_energy_kj_mol": 24.45, "homo_lumo_gap_ev": 9.358, "homo_energy_ev": -8.54}

Question: Number 2 is which compound?
Answer: C6H17NO3Si